[1]
{
  "formula": "C11H15N4O8Zr",
  "method": "ωB97M-V with the def2-TZVPD basis set",
  "e_homo_ev": -12.562,
  "total_charge": 1,
  "homo_lumo_gap_ev": 9.19,
  "relative_energy_kcal_mol": 0.0,
  "e_lumo_ev": -3.4,
  "elements": ["Zr", "N", "C", "C", "O", "N", "C", "C", "O", "O", "H", "H", "H", "H", "H", "H", "O", "C", "O", "C", "O", "C", "C", "O", "O", "H", "H", "H", "H", "H", "N", "C", "C", "N", "C", "H", "H", "H", "H"],
  "coordinates": [[-0.026, 0.015, 0.139], [0.631, -1.163, 2.101], [-0.395, -0.825, 3.123], [-1.710, -1.141, 2.415], [-2.444, -2.024, 2.797], [-1.829, -0.414, 1.258], [-2.753, -0.989, 0.275], [-1.926, -1.251, -0.999], [-2.190, -0.778, -2.087], [-0.717, -1.768, -0.739], [0.593, -2.164, 1.916], [1.565, -0.953, 2.445], [-0.305, 0.237, 3.357], [-0.303, -1.419, 4.029], [-3.569, -0.315, 0.016], [-3.161, -1.927, 0.660], [1.179, -0.550, -3.931], [1.191, -0.389, -2.642], [0.578, 0.500, -2.056], [2.015, -1.398, -1.879], [2.065, -0.972, -0.525], [3.173, -0.084, -0.231], [2.741, 0.778, 0.962], [3.463, 0.983, 1.897], [1.503, 1.207, 0.835], [0.561, 0.068, -4.354], [3.014, -1.503, -2.305], [1.498, -2.358, -1.921], [3.372, 0.565, -1.088], [4.053, -0.675, 0.014], [-2.817, 3.310, -0.738], [-2.385, 3.707, 0.506], [-1.350, 2.888, 0.815], [-1.148, 2.007, -0.231], [-2.055, 2.288, -1.149], [-3.572, 3.717, -1.265], [-2.842, 4.521, 1.038], [-0.731, 2.876, 1.696], [-2.194, 1.758, -2.077]],
  "atomic_forces_ev_per_a": [[0.1, 0.3, 0.4], [0.0, 0.1, -0.2], [-0.2, 0.0, 0.0], [0.1, -0.1, 0.2], [-0.1, 0.1, 0.0], [0.5, -0.2, -0.5], [-0.2, 0.0, -0.2], [0.1, 0.3, -0.1], [-0.3, -0.3, 0.1], [0.3, 0.6, 0.1], [0.0, 0.0, 0.0], [0.0, 0.0, 0.0], [0.0, 0.0, 0.1], [0.0, 0.0, 0.0], [0.0, 0.0, 0.0], [0.0, 0.0, 0.0], [0.1, -0.1, 0.0], [-0.1, 0.1, 0.0], [-0.2, -0.2, 0.1], [-0.1, 0.0, -0.1], [-0.2, 0.1, 0.0], [0.1, 0.1, 0.2], [0.3, -0.1, 0.0], [0.0, 0.0, -0.1], [-0.5, -0.3, -0.1], [-0.1, 0.1, 0.0], [0.0, 0.0, 0.0], [0.0, 0.0, 0.0], [0.0, 0.0, 0.0], [0.0, 0.0, 0.0], [0.1, -0.1, -0.1], [0.1, 0.0, 0.0], [0.0, 0.1, 0.0], [0.1, -0.5, 0.1], [-0.1, 0.0, 0.0], [0.0, 0.0, 0.0], [0.0, 0.0, 0.0], [0.0, 0.0, 0.0], [0.0, 0.0, 0.0]]
}

[2]
{
  "formula": "C11H15NO",
  "method": "ωB97M-V with the def2-TZVPD basis set",
  "e_homo_ev": -9.317,
  "smiles": "CC[C@H]1CC[C@@H](c2cccnc2)O1",
  "homo_lumo_gap_ev": 10.23,
  "relative_energy_kcal_mol": 2.5,
  "e_lumo_ev": 0.9,
  "elements": ["C", "C", "C", "C", "C", "C", "C", "C", "C", "C", "N", "C", "O", "H", "H", "H", "H", "H", "H", "H", "H", "H", "H", "H", "H", "H", "H", "H"],
  "coordinates": [[-1.165, -2.930, 2.394], [-0.338, -1.840, 1.660], [-0.602, -1.773, 0.164], [-1.919, -1.079, -0.206], [-1.473, 0.337, -0.558], [-0.090, 0.083, -1.170], [0.870, 1.276, -1.153], [1.701, 1.537, -0.057], [2.518, 2.665, -0.053], [2.432, 3.514, -1.164], [1.643, 3.303, -2.210], [0.889, 2.193, -2.193], [0.458, -0.981, -0.402], [-2.253, -2.714, 2.367], [-0.813, -3.037, 3.434], [-1.040, -3.921, 1.907], [0.717, -2.128, 1.805], [-0.494, -0.866, 2.111], [-0.553, -2.793, -0.276], [-2.390, -1.548, -1.065], [-2.622, -1.128, 0.634], [-2.103, 0.846, -1.307], [-1.375, 0.965, 0.315], [-0.200, -0.234, -2.221], [1.698, 0.844, 0.776], [3.201, 2.923, 0.738], [3.019, 4.431, -1.186], [0.287, 2.055, -3.084]],
  "atomic_forces_ev_per_a": [[-0.1, 0.0, -0.4], [0.0, -1.4, 0.4], [0.3, -0.3, 0.0], [-0.1, 0.1, 0.3], [0.1, 0.1, -0.9], [0.6, 0.3, -0.1], [-0.2, -0.1, 0.4], [0.1, 0.1, 0.0], [-0.7, -0.1, -1.0], [0.1, 0.1, 0.4], [-0.2, -0.4, 0.2], [0.3, 0.4, -0.1], [-0.2, 0.0, -0.2], [0.6, -0.1, 0.2], [-0.4, 0.1, -0.4], [0.0, 0.6, 0.2], [-0.2, 0.4, -0.2], [0.0, 0.2, 0.1], [0.0, 0.5, 0.2], [0.0, -0.1, -0.1], [0.1, 0.1, -0.2], [0.0, -0.2, 0.5], [0.0, 0.2, 0.3], [-0.1, 0.0, 0.2], [0.0, 0.0, 0.0], [0.0, -0.2, 0.3], [0.0, -0.2, -0.1], [-0.1, -0.2, 0.0]]
}

[3]
{
  "formula": "C11H15NO2S",
  "method": "ωB97M-V with the def2-TZVPD basis set",
  "e_homo_ev": [-4.588, -8.682],
  "s_squared": 2.0228,
  "homo_lumo_gap_ev": [5.13, 5.36],
  "relative_energy_kcal_mol": 0.0,
  "spin_multiplicity": 3,
  "e_lumo_ev": [0.5, -3.3],
  "elements": ["C", "C", "C", "C", "C", "C", "C", "C", "C", "C", "C", "N", "O", "O", "S", "H", "H", "H", "H", "H", "H", "H", "H", "H", "H", "H", "H", "H", "H", "H"],
  "coordinates": [[4.159, 0.210, 0.756], [3.848, -1.129, 0.914], [3.340, 1.149, 0.275], [2.548, -1.516, 0.440], [2.053, 0.783, -0.102], [1.743, -0.555, -0.061], [0.982, 1.781, -0.512], [-2.691, 0.261, -1.204], [-2.658, -1.596, 0.385], [-2.607, 0.853, 1.248], [-2.184, -0.182, 0.157], [-0.735, 0.003, 0.089], [0.263, -0.676, -2.216], [0.349, 1.895, -1.521], [0.099, -1.051, -0.601], [5.198, 0.397, 0.908], [4.670, -1.510, 1.506], [3.587, 2.152, 0.201], [2.198, -2.535, 0.306], [0.817, 2.498, 0.348], [-3.801, 0.312, -1.168], [-2.394, 1.255, -1.404], [-2.241, -0.283, -2.009], [-1.972, -2.007, 1.001], [-2.486, -2.005, -0.593], [-3.613, -1.983, 0.830], [-3.707, 0.807, 1.177], [-2.301, 0.622, 2.253], [-2.285, 1.940, 1.022], [-0.178, 0.110, -2.423]],
  "atomic_forces_ev_per_a": [[1.4, -0.2, -0.1], [-1.6, 0.0, -0.2], [-1.3, 0.0, 0.4], [2.5, -1.5, 0.7], [-2.8, 2.3, -1.4], [-1.7, -1.2, -1.2], [4.3, -0.1, 4.7], [-1.6, 0.8, 0.6], [-0.9, -0.2, -1.0], [-1.1, 0.9, -1.5], [-0.8, 3.4, 0.4], [-2.0, -0.1, 1.7], [0.7, -3.4, 0.7], [-2.9, -0.4, -3.1], [4.4, -0.5, -1.3], [0.5, 0.8, 0.4], [-0.7, -1.8, -0.3], [0.8, 1.8, -0.2], [0.3, -0.2, 0.6], [0.3, 0.1, -0.7], [0.6, -0.6, -0.5], [0.5, 1.4, 0.0], [-0.4, -1.0, -0.4], [2.5, -1.8, 2.2], [-0.4, -1.1, -0.3], [0.3, 1.5, -0.7], [0.2, 0.4, 0.5], [0.3, -0.4, 0.3], [-0.3, -1.9, 0.1], [-1.0, 2.7, -0.3]]
}

[4]
{
  "formula": "C11H15OS",
  "method": "ωB97M-V with the def2-TZVPD basis set",
  "e_homo_ev": [-12.029, -11.978],
  "total_charge": 1,
  "homo_lumo_gap_ev": [7.74, 6.47],
  "relative_energy_kcal_mol": 82.0,
  "e_lumo_ev": [-4.3, -5.5],
  "elements": ["C", "C", "C", "C", "C", "C", "C", "C", "C", "C", "C", "O", "S", "H", "H", "H", "H", "H", "H", "H", "H", "H", "H", "H", "H", "H", "H", "H"],
  "coordinates": [[3.730, 0.095, 0.046], [3.046, -0.998, 0.628], [3.095, 1.139, -0.507], [1.640, -0.939, 0.679], [1.702, 1.247, -0.319], [0.922, 0.151, 0.311], [-1.011, 2.167, 0.341], [-0.507, 0.395, 0.302], [-2.357, 2.657, -0.018], [-1.986, -2.045, 1.272], [-0.972, -1.738, -1.580], [-2.921, -0.421, -0.551], [-1.585, -0.820, -0.134], [4.838, -0.162, 0.092], [3.474, -1.935, 0.942], [3.691, 1.951, -0.813], [1.025, -1.767, 0.938], [1.126, 2.096, -0.816], [-0.301, 2.790, 0.875], [-2.278, 2.492, -1.102], [-2.457, 3.825, 0.239], [-3.149, 2.035, 0.263], [-2.461, -1.411, 2.017], [-1.203, -2.575, 1.881], [-2.632, -2.750, 0.771], [0.077, -1.676, -1.854], [-1.327, -1.080, -2.381], [-1.219, -2.722, -1.523]],
  "atomic_forces_ev_per_a": [[2.7, -4.7, 2.0], [-2.1, 0.9, -0.9], [-2.3, 1.2, 1.2], [0.7, -1.0, 0.3], [-0.8, -0.5, -0.6], [1.4, 4.3, -2.4], [0.4, -6.1, 1.1], [-1.0, 6.1, 0.5], [2.2, 2.7, -0.7], [1.6, 0.5, 0.3], [1.8, 3.5, -0.2], [0.6, 0.6, 0.5], [-1.5, -1.8, 0.0], [-1.3, 1.4, -0.6], [0.6, 0.2, 0.1], [0.3, 0.9, -1.0], [0.1, -1.0, 0.8], [1.0, -1.2, 0.9], [0.3, -0.4, -0.3], [-0.6, 0.6, -0.3], [0.0, -2.9, -0.6], [-1.2, -0.7, 0.8], [-0.5, 0.2, -0.4], [-0.1, 0.6, -1.3], [-0.4, 0.0, 0.0], [0.6, 0.0, 1.1], [-1.0, -0.7, 0.1], [-1.4, -2.6, -0.1]]
}